Computed, not measured: a molecular structure, C37H49BClIrN8S4, with the ωB97M-V functional and the def2-TZVPD basis.

Output
- total energy (hartree) = -4059.50188
- <S²> = 0.7560

ORCA input file:
```
! wB97M-V def2-TZVPD RIJCOSX def2/J DEFGRID3
* xyz 1 2
Ir 1.30591 0.30730 -0.20515
C -3.62086 2.74656 -2.13153
C -3.80225 1.24567 -2.35225
C -5.20777 0.99754 -2.89773
C -2.79759 0.69515 -3.36199
N -3.65756 0.53585 -1.03997
C -4.71887 -0.06972 -0.38590
C -4.25836 -0.52667 0.78910
N -2.92527 -0.19997 0.87850
B -2.09403 -0.66189 2.07703
N -1.30809 0.60460 2.64765
C -2.07248 1.53042 3.31475
C -1.26078 2.50511 3.77254
N 0.02389 2.18215 3.38864
C -0.04392 1.02498 2.68508
S 1.35584 0.21142 2.00096
C 1.25015 2.91014 3.87413
C 0.80684 4.16269 4.62523
C 2.00607 1.99075 4.83215
C 2.12548 3.33909 2.70027
N -1.21498 -1.89610 1.83421
C -0.41672 -2.35824 2.86763
C -0.09781 -3.63700 2.61508
N -0.71294 -3.99526 1.42740
C -1.40869 -2.91864 0.94283
S -2.29256 -2.85094 -0.50263
C -0.65802 -5.37488 0.84426
C 0.18169 -6.26617 1.75792
C 0.00833 -5.33774 -0.52832
C -2.07312 -5.94791 0.78165
C -2.56175 0.43620 -0.24587
S -1.03569 1.18810 -0.57477
H -3.76227 3.26779 -3.07912
H -2.62639 2.97548 -1.75512
H -4.36190 3.11896 -1.42239
H -5.28239 1.49931 -3.86114
H -5.98139 1.41388 -2.25271
H -5.39994 -0.06398 -3.05812
H -3.05519 1.06959 -4.35348
H -2.83910 -0.39581 -3.38168
H -1.78571 1.00928 -3.12834
H -5.69954 -0.14175 -0.80976
H -4.75223 -1.08439 1.56289
H -2.87859 -0.91435 2.95762
H -3.13583 1.40721 3.41426
H -1.49614 3.38526 4.33690
H 0.23856 3.92674 5.52484
H 0.22469 4.83253 3.99095
H 1.70288 4.69651 4.93721
H 1.36026 1.68017 5.65470
H 2.85586 2.53081 5.25010
H 2.38796 1.10492 4.32667
H 1.55455 3.93029 1.98209
H 2.57215 2.48848 2.19229
H 2.93749 3.95719 3.08497
H -0.17503 -1.75001 3.72131
H 0.49996 -4.31473 3.19135
H 1.21144 -5.91503 1.84139
H 0.20964 -7.26031 1.31447
H -0.25293 -6.36191 2.75391
H 1.03230 -4.97124 -0.44636
H -0.53862 -4.70479 -1.22169
H 0.04011 -6.35138 -0.93044
H -2.51736 -5.96834 1.77869
H -2.02272 -6.97156 0.40879
H -2.71032 -5.36515 0.12240
S 5.67878 1.17634 0.26877
C 5.48504 -0.49315 0.57388
C 4.19797 -0.91624 0.42199
C 3.31838 0.13250 0.03487
C 3.99585 1.32735 -0.06462
C 3.29409 2.54947 -0.37373
C 3.89278 3.80102 -0.51751
C 3.11083 4.89348 -0.82433
C 1.73966 4.72524 -0.98710
C 1.20722 3.46400 -0.82883
N 1.95698 2.39722 -0.52180
H 6.34381 -1.08773 0.84319
H 3.90216 -1.94349 0.56753
H 4.96283 3.89649 -0.39122
H 3.56256 5.86966 -0.94234
H 1.09203 5.55369 -1.23418
H 0.14641 3.28454 -0.93826
C 1.59753 -0.44297 -6.57842
C 1.52081 -0.24083 -5.09635
C 0.43896 -0.69252 -4.35171
C 0.39409 -0.47539 -2.99096
N 1.36812 0.16948 -2.33574
C 2.42595 0.59386 -3.03895
C 2.53096 0.41680 -4.40036
H 0.95461 -1.25982 -6.90050
H 2.61877 -0.65400 -6.89278
H 1.27460 0.46314 -7.09520
H -0.37265 -1.23269 -4.82097
H -0.43301 -0.83707 -2.39562
H 3.22260 1.06415 -2.48229
H 3.41366 0.77785 -4.91118
Cl 2.23956 -2.58109 -1.48682
C 1.11658 -1.76976 -0.33702
H 1.30448 -2.23425 0.62859
H 0.11859 -2.02751 -0.67844
*
```